Formula: C47H38N4O7PSV
Source: the Open Molecules 2025 dataset
Level of theory: ωB97M-V/def2-TZVPD

```
99
Properties=species:S:1:pos:R:3:mulliken_spin:R:1
V 0.1466 -0.0763 0.0603 2.855
C 2.4837 -1.7121 -5.7449 -0.001
C 3.4023 -2.2469 -4.8533 0.001
C 3.1699 -2.1887 -3.4833 0.000
C 2.0135 -1.5977 -2.9827 0.003
C 1.1072 -1.0529 -3.8923 -0.004
C 1.3291 -1.1129 -5.2593 0.001
P 1.5603 -1.5474 -1.1900 0.013
C 3.1922 -1.8758 -0.4192 0.004
C 4.1056 -0.8209 -0.4694 0.024
C 5.3566 -0.9443 0.1134 0.001
C 5.7036 -2.1151 0.7792 0.001
C 4.7894 -3.1550 0.8598 0.000
C 3.5371 -3.0344 0.2633 -0.003
C 0.6190 -3.1303 -1.0551 -0.022
C 1.0671 -4.3339 -1.5333 0.008
C 0.2855 -5.5011 -1.3934 -0.009
C -0.9404 -5.4310 -0.7954 0.008
C -1.4520 -4.1983 -0.3190 -0.017
C -2.7424 -4.1117 0.2613 0.050
C -3.2196 -2.8965 0.6542 -0.024
C -2.4369 -1.7216 0.5077 0.113
C -1.1522 -1.7055 -0.0146 -0.126
C -0.6731 -3.0119 -0.4466 -0.004
H 2.6711 -1.7525 -6.8106 0.000
H 4.3103 -2.7090 -5.2223 0.000
H 3.9048 -2.6011 -2.8036 0.000
H 0.2163 -0.5626 -3.5228 0.020
H 0.6105 -0.6774 -5.9434 0.000
H 3.8167 0.1086 -0.9495 -0.014
H 6.0533 -0.1154 0.0738 0.000
H 6.6733 -2.2046 1.2543 0.000
H 5.0398 -4.0569 1.4060 0.000
H 2.8226 -3.8422 0.3499 0.000
H 2.0330 -4.3990 -2.0236 0.002
H 0.6575 -6.4472 -1.7697 -0.001
H -1.5498 -6.3240 -0.6890 0.000
H -3.3369 -5.0128 0.3728 0.004
H -4.2114 -2.8262 1.0911 -0.002
H -2.8837 -0.7887 0.8369 0.020
C -3.2220 2.2193 -3.0063 0.001
C -1.7807 2.5284 -3.1765 -0.003
N -1.2899 3.4761 -3.9013 0.001
N 0.0681 3.3438 -3.7197 -0.001
C 0.4488 2.3566 -2.8862 0.013
S 1.9893 1.9363 -2.4469 0.007
N -0.7715 1.8189 -2.5526 0.033
N -0.9930 0.7712 -1.6429 0.015
H -3.7963 2.9241 -3.6026 0.000
H -3.5069 2.2991 -1.9561 0.000
H -3.4451 1.2038 -3.3403 0.000
H 0.7080 3.9867 -4.1477 0.000
H -1.7505 1.0929 -1.0055 0.011
H -1.3253 -0.0372 -2.1553 0.019
O 1.1116 -1.1319 1.8169 -0.044
C 1.5269 -0.2329 2.8670 0.045
C 1.6221 1.1848 2.2133 0.012
O 1.6630 2.1246 3.0016 0.001
O 1.6809 1.1917 0.9419 0.003
C 0.4960 -0.2219 3.9959 -0.008
C 0.8188 0.3442 5.2283 -0.001
C -0.1262 0.4284 6.2383 0.000
C -1.4131 -0.0621 6.0414 0.000
C -1.7409 -0.6311 4.8224 0.002
C -0.7944 -0.7044 3.8042 0.012
C 2.8992 -0.6972 3.3495 -0.001
C 4.0617 0.0251 3.1104 -0.001
C 5.2929 -0.4548 3.5489 0.000
C 5.3761 -1.6629 4.2259 0.000
C 4.2193 -2.3990 4.4571 0.000
C 2.9964 -1.9134 4.0233 0.003
H 0.6783 -1.9078 2.1911 0.010
H 1.8093 0.7551 5.3779 0.000
H 0.1393 0.8944 7.1797 0.000
H -2.1533 0.0087 6.8303 0.000
H -2.7440 -1.0000 4.6424 0.000
H -1.0969 -1.0920 2.8414 -0.005
H 4.0108 0.9669 2.5769 0.000
H 6.1896 0.1235 3.3561 0.000
H 6.3345 -2.0301 4.5717 0.000
H 4.2700 -3.3473 4.9785 0.000
H 2.0949 -2.4854 4.2204 0.000
O -2.6868 1.9141 0.1035 0.009
C -2.0688 1.7466 1.1791 0.022
O -1.0607 0.9886 1.3187 -0.068
C -2.5591 2.4653 2.4097 -0.001
C -3.8158 3.0518 2.3889 0.002
C -4.3381 3.7028 3.5133 -0.001
C -3.5379 3.7340 4.6268 0.002
O -3.8097 4.3135 5.8397 0.000
C -2.6595 4.0656 6.6591 0.000
O -1.7051 3.3598 5.8779 0.000
C -2.2862 3.1593 4.6445 0.000
C -1.7582 2.5091 3.5619 0.010
H -4.3892 2.9911 1.4737 0.001
H -5.3187 4.1618 3.5087 0.000
H -2.9527 3.4595 7.5172 0.000
H -2.2371 5.0167 6.9828 0.000
H -0.7614 2.0825 3.5725 0.002
```

For the HOMO energy (spin up / spin down), the calculation gives -3.855 / -5.465 eV. The value obtained for the gap between HOMO and LUMO (spin up / spin down) is 6.34 / 7.95 eV. Its total charge is -1. The spin multiplicity is 4. Its energy above the lowest of the compared OMol25 structures with the same formula, charge and spin is 65.1 kJ/mol. The expectation value of S² is 3.7627.